No. 1
The following is a quantum chemistry calculation of C3H2O3Tl as an isolated structure, from the Open Molecules 2025 dataset.

Structure (ORCA input):
```
! RIJCOSX wB97M-V def2-TZVPD def2/J DEFGRID3
* xyz 0 2
H 0.686 -1.116 1.001
O 1.321 1.570 0.385
C 1.362 0.356 0.179
C 0.091 -0.478 0.167
C 0.185 -1.495 -1.031
O -1.045 0.112 0.386
O 0.092 -2.670 -0.998
Tl -0.853 2.262 0.577
H 2.286 -0.120 -0.217
*
```

Summary:
relative energy (zero: lowest compared OMol25 entry of this formula, charge and spin): 0.0 kcal per mole
HOMO-LUMO gap (alpha / beta): 7.872 / 8.517 eV
expectation value of S²: 0.75



No. 2
The following is a quantum chemistry calculation of a 10-piece molecular cluster, C16H51N4O10 overall, from the Open Molecules 2025 dataset.

Structure (ORCA input):
```
! RIJCOSX wB97M-V def2-TZVPD def2/J DEFGRID3
* xyz 1 1
C 2.743 0.017 -0.818
N 1.765 1.099 -1.071
C 2.288 2.439 -0.740
C 1.230 1.024 -2.370
O 1.761 1.382 -3.376
C -0.176 0.443 -2.412
N -1.014 0.905 -1.281
C -2.032 -0.010 -0.729
C -3.033 0.984 -0.137
N -2.935 2.003 -1.221
C -1.636 2.087 -1.475
N -0.969 3.225 -1.827
H 3.070 0.099 0.215
H 3.589 0.081 -1.506
H 2.225 -0.937 -0.920
H 1.533 2.997 -0.180
H 3.155 2.333 -0.095
H 2.545 3.016 -1.628
H -0.648 0.683 -3.363
H -0.083 -0.638 -2.299
H -2.514 -0.587 -1.522
H -1.670 -0.683 0.045
H -2.524 1.438 0.716
H -4.030 0.640 0.098
H -3.464 2.861 -1.115
H -0.533 3.770 -1.101
H -0.844 3.546 -2.781
C 3.850 -2.665 1.542
O 2.893 -1.735 2.037
H 4.746 -2.126 1.246
H 4.120 -3.384 2.319
H 3.450 -3.201 0.676
H 2.120 -2.244 2.309
C -3.431 -3.200 1.526
O -3.901 -2.346 0.477
H -3.531 -2.647 2.456
H -4.031 -4.109 1.592
H -2.382 -3.472 1.386
H -3.832 -2.837 -0.347
C 0.212 0.134 2.683
O 0.895 0.889 1.687
H 0.828 0.162 3.577
H -0.759 0.592 2.902
H 0.061 -0.910 2.392
H 0.392 0.896 0.865
C -1.179 5.987 -5.054
O -1.558 4.714 -4.512
H -0.157 5.891 -5.407
H -1.822 6.258 -5.892
H -1.224 6.771 -4.296
H -2.469 4.792 -4.214
C 0.314 3.241 4.430
O -0.045 3.654 3.109
H 0.226 4.106 5.081
H -0.360 2.455 4.781
H 1.345 2.881 4.440
H 0.064 2.881 2.544
C 1.262 -5.055 1.710
O 0.749 -4.174 2.717
H 1.493 -4.434 0.847
H 2.178 -5.538 2.056
H 0.529 -5.811 1.434
H 0.538 -4.701 3.493
C 3.171 -1.569 -4.281
O 4.160 -0.615 -4.620
H 3.629 -2.552 -4.353
H 2.818 -1.419 -3.255
H 2.317 -1.524 -4.963
H 3.763 0.260 -4.560
C -0.836 -8.738 2.461
O -0.972 -7.460 1.836
H -0.147 -8.616 3.292
H -1.793 -9.097 2.846
H -0.428 -9.478 1.770
H -1.582 -7.559 1.100
C -2.152 5.625 1.453
O -2.909 4.629 0.747
H -2.614 5.739 2.428
H -1.115 5.314 1.597
H -2.180 6.583 0.932
H -2.512 4.548 -0.124
*
```

Summary:
HOMO-LUMO gap: 8.321 eV



No. 3
The following is a quantum chemistry calculation of C50H80AsF6N8 as an isolated structure, from the Open Molecules 2025 dataset.

Structure (ORCA input):
```
! RIJCOSX wB97M-V def2-TZVPD def2/J DEFGRID3
* xyz 1 1
C 22.062 9.560 12.877
C 22.255 9.083 14.314
C 22.687 10.232 15.178
N 22.803 9.889 16.668
C 23.615 11.073 17.299
C 23.331 11.230 18.733
C 21.885 11.227 19.175
C 21.210 9.941 18.711
C 21.351 9.765 17.213
C 23.618 8.615 16.990
H 21.283 10.321 12.848
H 21.810 8.740 12.205
H 22.989 10.007 12.515
H 22.850 8.176 14.413
H 21.285 8.905 14.784
H 22.113 11.158 15.139
H 23.670 10.574 14.850
H 23.339 11.980 16.761
H 24.669 10.861 17.117
H 23.817 12.157 19.040
H 23.897 10.494 19.308
H 21.401 12.103 18.741
H 21.862 11.325 20.260
H 20.131 10.027 18.855
H 21.373 9.031 19.289
H 20.848 10.628 16.780
H 20.948 8.774 17.005
H 23.470 8.445 18.056
H 24.675 8.746 16.766
H 23.122 7.769 16.516
C 18.098 19.811 12.883
C 17.563 19.001 14.031
C 18.690 18.735 15.022
C 18.205 17.701 16.054
N 19.372 17.272 16.989
C 20.484 16.432 16.284
C 19.860 15.066 15.972
C 18.959 14.808 17.156
C 18.747 16.182 17.944
C 19.982 18.432 17.748
C 19.007 19.407 18.469
C 19.726 20.492 19.233
H 19.000 19.410 12.420
H 18.235 20.816 13.283
H 17.459 19.909 12.005
H 17.066 18.083 13.712
H 16.741 19.562 14.475
H 18.937 19.685 15.497
H 19.589 18.321 14.567
H 17.801 16.795 15.604
H 17.373 18.094 16.638
H 21.376 16.267 16.888
H 20.788 17.008 15.411
H 20.517 14.219 15.782
H 19.228 15.232 15.098
H 19.418 14.076 17.820
H 18.081 14.267 16.803
H 19.313 16.345 18.860
H 17.696 16.426 18.092
H 20.609 18.940 17.014
H 20.677 18.025 18.483
H 18.391 18.868 19.190
H 18.340 19.804 17.703
H 20.050 21.273 18.545
H 20.584 20.059 19.748
H 19.080 20.943 19.986
As 22.930 15.647 19.862
F 21.312 16.015 20.407
F 22.300 14.605 18.551
F 24.599 15.107 19.484
F 23.655 16.723 21.116
F 22.834 14.240 20.949
F 22.903 16.979 18.670
N 26.813 16.525 17.843
C 28.078 15.945 18.043
C 28.988 17.030 18.126
C 28.265 18.249 17.936
C 26.948 17.906 17.738
H 25.945 16.033 17.696
H 28.199 14.873 18.040
H 30.065 16.980 18.181
H 28.663 19.251 17.964
H 26.168 18.618 17.515
N 25.700 14.818 13.991
C 24.862 14.035 14.786
C 24.126 14.829 15.665
C 24.454 16.146 15.260
C 25.412 16.066 14.294
H 26.343 14.496 13.284
H 24.928 12.957 14.816
H 23.437 14.546 16.446
H 23.942 16.998 15.682
H 25.794 16.907 13.735
N 24.660 19.670 20.839
C 25.673 19.768 19.947
C 25.678 21.055 19.395
C 24.589 21.714 19.993
C 24.014 20.874 20.888
H 24.360 18.797 21.246
H 26.352 18.933 19.877
H 26.264 21.406 18.560
H 24.230 22.715 19.807
H 23.138 20.925 21.517
N 24.090 12.268 22.423
C 25.417 11.848 22.266
C 25.443 10.470 22.621
C 24.148 10.134 23.055
C 23.311 11.267 22.911
H 23.885 13.243 22.265
H 26.183 12.581 22.067
H 26.314 9.833 22.656
H 23.844 9.208 23.518
H 22.278 11.419 23.183
N 22.660 15.621 23.762
C 23.323 16.681 24.419
C 23.507 16.338 25.745
C 23.140 15.004 25.816
C 22.594 14.566 24.618
H 22.456 15.575 22.775
H 23.579 17.647 24.011
H 23.833 17.016 26.518
H 23.098 14.304 26.638
H 22.255 13.563 24.411
N 26.386 13.051 18.301
C 26.819 13.081 16.989
C 27.351 11.863 16.659
C 27.190 11.013 17.753
C 26.459 11.707 18.711
H 25.896 13.756 18.834
H 26.764 13.960 16.366
H 27.905 11.691 15.749
H 27.624 10.024 17.726
H 25.942 11.406 19.609
C 29.338 16.639 23.890
C 29.324 16.626 22.517
C 28.204 16.661 21.733
C 27.016 16.427 22.353
C 26.978 16.363 23.738
C 28.070 16.598 24.523
H 30.232 16.542 24.488
H 30.292 16.525 22.045
H 28.297 16.676 20.657
H 26.107 16.282 21.786
H 26.045 16.269 24.275
H 28.054 16.713 25.597
*
```

Summary:
relative energy (zero: lowest compared OMol25 entry of this formula, charge and spin): 0.0 kcal per mole
HOMO-LUMO gap: 6.764 eV



No. 4
The following is a quantum chemistry calculation of C44H45FInN11O6S2 as an isolated structure, from the Open Molecules 2025 dataset.

Structure (ORCA input):
```
! RIJCOSX wB97M-V def2-TZVPD def2/J DEFGRID3
* xyz 1 2
In 9.485 14.050 15.659
C 12.583 12.124 15.697
N 11.252 11.785 16.237
C 11.200 11.443 17.650
C 10.111 12.245 18.305
N 9.305 13.145 17.681
C 8.455 13.598 18.766
C 7.484 14.613 18.798
C 6.922 15.005 20.058
C 7.260 14.315 21.194
C 8.287 13.327 21.220
C 8.836 12.969 20.021
N 9.918 12.157 19.652
C 12.685 13.576 15.500
N 11.847 14.563 15.948
C 12.493 15.781 15.554
C 12.333 17.122 15.868
C 13.369 18.004 15.544
C 14.354 17.694 14.630
C 14.435 16.391 14.124
C 13.569 15.465 14.728
N 13.680 14.066 14.753
H 12.804 11.588 14.792
H 13.398 11.826 16.371
H 10.868 10.997 15.714
H 12.183 11.572 18.111
H 10.952 10.381 17.797
H 7.354 15.227 17.906
H 6.221 15.841 20.097
H 6.735 14.581 22.124
H 8.654 12.869 22.183
H 10.582 11.821 20.349
H 11.509 17.449 16.510
H 13.272 19.031 15.892
H 15.064 18.477 14.394
H 15.100 16.099 13.341
H 14.441 13.588 14.317
C 7.810 18.800 9.513
C 9.044 17.917 9.897
N 9.200 17.485 11.278
C 9.136 16.149 11.500
C 9.368 15.565 12.758
C 9.784 14.159 12.591
O 9.831 13.691 11.467
O 10.067 13.448 13.677
C 9.328 16.393 13.903
O 9.115 15.984 15.118
C 9.183 17.793 13.658
C 8.988 18.642 14.794
C 8.920 19.982 14.566
F 8.617 20.828 15.578
C 9.169 20.593 13.282
C 9.320 19.708 12.206
C 9.210 18.337 12.334
N 9.307 21.971 13.159
C 9.174 22.609 11.858
C 8.932 24.077 11.969
N 9.999 24.740 12.742
C 9.979 24.214 14.128
C 10.075 22.682 14.180
H 7.752 18.659 8.439
H 7.947 19.904 9.663
H 6.905 18.369 10.008
H 9.923 18.551 9.638
H 9.138 17.018 9.242
H 8.904 15.608 10.608
H 8.806 18.179 15.732
H 9.642 20.110 11.276
H 8.263 22.141 11.355
H 9.912 22.364 11.098
H 8.003 24.355 12.429
H 8.897 24.529 10.971
H 9.889 25.736 12.750
H 10.912 24.615 12.292
H 9.044 24.559 14.585
H 10.858 24.660 14.650
H 9.714 22.325 15.165
H 11.113 22.401 14.219
S 6.236 18.418 17.466
C 7.078 18.516 18.766
C 5.300 10.742 13.354
N 5.738 11.865 14.141
C 4.849 12.907 14.691
C 5.929 13.942 15.136
O 5.691 14.940 15.794
N 7.169 13.496 14.765
C 7.028 12.234 14.255
N 7.999 11.376 13.821
H 5.643 9.804 13.753
H 5.676 10.836 12.321
H 4.199 10.760 13.257
H 4.241 12.522 15.548
H 4.105 13.313 13.977
H 8.952 11.711 13.602
H 7.730 10.552 13.309
O 11.191 23.934 22.344
C 9.981 23.840 21.635
O 9.473 24.927 21.339
C 9.486 22.523 21.265
C 9.795 21.404 22.021
C 9.338 20.198 21.576
C 8.452 20.022 20.464
S 7.776 18.375 20.222
C 8.182 21.161 19.716
C 8.695 22.412 20.062
H 11.642 23.066 22.397
H 10.390 21.472 22.935
H 9.553 19.277 22.172
H 7.648 21.006 18.752
H 8.437 23.261 19.451
*
```

Summary:
relative energy (zero: lowest compared OMol25 entry of this formula, charge and spin): 30.7 kcal per mole
HOMO-LUMO gap (alpha / beta): 2.086 / 2.075 eV
expectation value of S²: 0.79



No. 5
The following is a quantum chemistry calculation of C19H15AgAs2ClF6 as an isolated structure, from the Open Molecules 2025 dataset.

Structure (ORCA input):
```
! RIJCOSX wB97M-V def2-TZVPD def2/J DEFGRID3
* xyz 0 2
Ag -0.332 0.015 -0.125
C -0.613 -6.272 -3.868
C -1.466 -6.085 -2.796
C -1.410 -4.916 -2.054
C -0.496 -3.928 -2.394
C 0.355 -4.114 -3.476
C 0.301 -5.287 -4.208
As -0.264 -2.274 -1.328
C 1.360 -2.855 -0.429
C 2.646 -2.808 -0.938
C 3.697 -3.311 -0.187
C 3.459 -3.850 1.067
C 2.180 -3.881 1.593
C 1.114 -3.385 0.851
C -0.288 -3.358 1.267
C -0.802 -3.818 2.473
C -2.160 -3.736 2.722
C -3.023 -3.185 1.786
C -2.528 -2.724 0.577
C -1.169 -2.818 0.309
H -0.661 -7.184 -4.443
H -2.177 -6.854 -2.528
H -2.075 -4.780 -1.209
H 1.066 -3.336 -3.740
H 0.972 -5.435 -5.041
H 2.827 -2.368 -1.912
H 4.702 -3.276 -0.581
H 4.281 -4.246 1.644
H 2.012 -4.290 2.578
H -0.144 -4.246 3.215
H -2.555 -4.109 3.656
H -4.081 -3.120 1.994
H -3.194 -2.300 -0.167
Cl -2.708 0.995 1.028
C -1.203 0.599 1.801
H -1.372 -0.113 2.607
H -0.694 1.507 2.122
F 1.389 1.434 -0.412
As 2.621 2.806 -0.861
F 3.821 1.757 -0.150
F 2.795 1.960 -2.382
F 3.746 4.038 -1.257
F 1.241 3.658 -1.517
F 2.251 3.459 0.717
*
```

Summary:
relative energy (zero: lowest compared OMol25 entry of this formula, charge and spin): 21.3 kcal per mole
HOMO-LUMO gap (alpha / beta): 8.612 / 6.365 eV
expectation value of S²: 0.76



No. 6
The following is a quantum chemistry calculation of C11H23INO2P2Y as an isolated structure, from the Open Molecules 2025 dataset.

Structure (ORCA input):
```
! RIJCOSX wB97M-V def2-TZVPD def2/J DEFGRID3
* xyz 2 1
Y -0.007 -0.305 1.582
P -2.595 0.518 0.962
C -2.278 1.256 -0.647
C -0.839 1.434 -1.142
N 0.246 0.987 -0.458
C 1.516 1.308 -0.888
C 1.705 2.087 -2.030
C 0.600 2.388 -2.856
C -0.677 1.983 -2.416
C 2.696 0.953 -0.029
P 2.772 -0.696 0.994
H -1.572 2.102 -3.048
H 2.711 2.470 -2.298
H 0.701 2.967 -3.806
H 3.622 0.797 -0.610
H 2.857 1.706 0.770
H -2.773 0.583 -1.318
H -2.713 2.269 -0.654
H -1.983 -3.827 -2.283
O -1.699 -3.896 -3.264
H -1.793 -2.914 -3.462
H -0.568 -3.103 2.703
O 0.030 -2.469 1.396
H -0.559 -3.292 1.357
C 3.315 -1.809 -0.307
H 4.189 -1.358 -0.812
H 3.585 -2.775 0.156
H 2.484 -1.958 -1.022
C 4.211 -0.384 2.048
H 4.325 -1.219 2.766
H 5.135 -0.317 1.446
H 4.071 0.560 2.612
C -3.635 1.818 1.776
H -4.664 1.832 1.384
H -3.655 1.683 2.870
H -3.161 2.778 1.536
C -3.805 -0.832 0.719
H -4.131 -1.372 1.624
H -4.713 -0.453 0.235
H -3.391 -1.613 0.070
I 0.438 0.111 4.341
*
```

Summary:
HOMO-LUMO gap: 5.653 eV